The following is a quantum chemistry calculation of 2 unconnected molecules or ions with the total composition C12H20BCl3FINO5 in a non-equilibrium geometry, from the Open Molecules 2025 dataset.

## Properties
electronic energy: -2703.4280 a.u.
net charge: -1
HOMO: -0.190 Ha
orbital gap: 7.45 eV
E_LUMO: 2.295 eV

Each line ends with the Mulliken charge.
Atoms and positions in Å:
C (-2.11, 2.11, 0.61)  -1.533
C (-1.72, 0.76, -0.04)  2.371
C (-2.99, -0.08, -0.23)  -1.865
C (-0.74, -0.01, 0.87)  -1.986
C (0.31, -0.89, 0.15)  1.632
C (0.57, -2.13, 1.05)  -1.710
C (1.21, -1.77, 2.41)  -0.673
C (0.34, -2.21, 3.58)  -1.184
I (0.48, -0.87, 5.27)  -0.074
C (-0.23, -1.45, -1.23)  -0.322
O (-0.79, -2.55, -1.15)  -0.761
O (-0.03, -0.78, -2.28)  -0.746
N (1.60, -0.16, 0.04)  0.608
C (2.55, -0.92, -0.76)  -0.655
C (3.84, -1.14, 0.01)  0.394
O (4.40, -0.41, 0.74)  -0.492
F (4.38, -2.37, -0.26)  -0.302
B (1.51, 1.28, -0.35)  0.671
O (1.17, 1.73, -1.57)  -0.564
O (1.82, 2.25, 0.58)  -0.774
H (-1.83, 2.94, -0.04)  0.275
H (-1.61, 2.28, 1.57)  0.293
H (-3.20, 2.19, 0.75)  0.457
H (-1.26, 0.98, -1.00)  -0.578
H (-2.79, -1.06, -0.64)  0.326
H (-3.73, 0.46, -0.83)  0.487
H (-3.45, -0.22, 0.76)  0.443
H (-1.33, -0.69, 1.49)  0.353
H (-0.24, 0.66, 1.57)  0.236
H (1.18, -2.87, 0.53)  0.561
H (-0.39, -2.62, 1.22)  0.920
H (1.41, -0.70, 2.46)  0.357
H (2.17, -2.27, 2.50)  0.375
H (0.63, -3.19, 3.96)  0.530
H (-0.72, -2.21, 3.34)  0.425
H (2.86, -0.41, -1.68)  0.604
H (2.17, -1.89, -1.05)  0.313
H (1.12, 1.03, -2.23)  0.269
H (1.63, 1.95, 1.47)  0.311
C (-1.77, 3.02, -4.33)  -0.033
Cl (-1.18, 1.50, -3.72)  0.015
Cl (-2.17, 4.14, -3.02)  -0.145
Cl (-0.60, 3.77, -5.44)  -0.168
H (-2.67, 2.85, -4.90)  0.341

The following is a quantum chemistry calculation of 5 unconnected molecules or ions with the total composition C12H20Cl12FIN3OS, from the Open Molecules 2025 dataset.

## Properties
electronic energy: -7026.5366 a.u.
net charge: +1
HOMO: -0.451 Ha
orbital gap: 8.91 eV
E_LUMO: -3.353 eV

Each line ends with the Mulliken charge.
Atoms and positions in Å:
C (-2.52, 3.51, -1.50)  -0.713
O (-2.49, 3.02, -0.16)  -0.473
C (-1.83, 1.78, -0.02)  0.646
C (-1.42, 1.63, 1.44)  -1.140
C (-0.56, 0.38, 1.68)  -0.659
C (0.84, 0.70, 2.16)  0.541
F (0.77, 1.31, 3.39)  -0.433
C (1.65, 1.55, 1.18)  -0.835
C (3.06, 1.03, 0.98)  -0.566
I (4.02, 2.07, -0.60)  0.142
N (3.04, -0.40, 0.62)  -0.206
C (2.16, -1.14, 1.37)  0.461
N (1.97, -2.40, 1.03)  -0.254
S (0.98, -3.48, 1.94)  -0.086
N (1.56, -0.57, 2.42)  -0.151
H (-3.36, 4.21, -1.55)  0.285
H (-1.60, 4.03, -1.75)  0.287
H (-2.69, 2.70, -2.22)  0.323
H (-0.95, 1.71, -0.69)  -0.246
H (-2.51, 0.95, -0.30)  0.126
H (-2.32, 1.56, 2.06)  0.322
H (-0.91, 2.55, 1.75)  0.401
H (-1.02, -0.28, 2.42)  0.597
H (-0.47, -0.21, 0.75)  0.362
H (1.11, 1.58, 0.23)  0.230
H (1.71, 2.57, 1.57)  0.459
H (3.69, 1.20, 1.86)  0.556
H (3.98, -0.79, 0.74)  0.317
H (2.51, -2.74, 0.23)  0.319
H (0.64, -4.16, 0.84)  0.185
H (1.05, -1.19, 3.04)  0.164
C (1.57, 2.03, -3.82)  0.230
Cl (0.48, 3.34, -4.25)  -0.113
Cl (0.76, 0.83, -2.79)  -0.052
Cl (2.24, 1.25, -5.24)  -0.093
H (2.38, 2.45, -3.24)  -0.019
C (-5.27, 1.17, -0.97)  0.454
Cl (-6.61, 2.03, -1.70)  -0.127
Cl (-5.80, 0.15, 0.37)  -0.132
Cl (-4.40, 0.21, -2.18)  -0.142
H (-4.58, 1.90, -0.57)  -0.003
C (1.57, -5.01, 5.06)  0.053
Cl (-0.04, -5.56, 4.59)  -0.117
Cl (1.57, -3.26, 5.37)  -0.119
Cl (2.16, -5.88, 6.46)  -0.097
H (2.24, -5.19, 4.23)  0.315
C (0.30, -2.72, -5.29)  -0.038
Cl (0.01, -2.88, -3.55)  -0.115
Cl (-0.58, -1.35, -5.96)  -0.082
Cl (2.02, -2.59, -5.62)  -0.113
H (-0.07, -3.62, -5.77)  0.349

The following is a quantum chemistry calculation of a molecular structure, C12H20Cl2LaN2Se in a non-equilibrium geometry, from the Open Molecules 2025 dataset.

## Properties
electronic energy: -3932.1555 a.u.
net charge: -1
HOMO (alpha / beta): -0.063 / -0.039 Ha
orbital gap (alpha / beta): 4.28 / 3.69 eV
energy above the lowest of the compared OMol25 structures with the same formula, charge and spin: 0.00 kJ/mol
E_LUMO (alpha / beta): 2.555 / 2.633 eV

Each line ends with the Mulliken charge.
Atoms and positions in Å:
La (1.36, 0.40, 0.63)  1.359
Cl (1.97, -1.87, -0.54)  -0.684
Cl (2.79, 1.05, 2.75)  -0.663
C (-1.07, 0.06, 1.08)  -1.181
H (-2.15, 0.28, 1.09)  0.355
H (-0.80, -0.08, 2.17)  0.236
C (-1.90, -0.80, -1.91)  -0.399
C (-2.85, -0.82, -0.94)  -0.736
H (-1.38, 0.13, -2.14)  0.431
C (-3.23, -2.09, -0.23)  -0.754
H (-3.16, 0.14, -0.51)  0.886
C (-2.27, -3.26, -0.52)  -0.554
H (-3.30, -1.89, 0.86)  0.255
H (-4.23, -2.41, -0.60)  0.378
C (-1.99, -3.30, -2.03)  -0.817
H (-1.33, -3.11, 0.03)  0.214
H (-2.69, -4.22, -0.21)  0.332
C (-1.34, -2.02, -2.55)  -0.384
H (-1.38, -4.17, -2.30)  0.327
H (-2.97, -3.40, -2.53)  0.295
H (-0.24, -2.07, -2.42)  0.170
H (-1.48, -1.99, -3.64)  0.299
C (-0.15, 3.71, 2.75)  -0.834
N (0.86, 3.86, 1.70)  0.348
C (2.05, 4.56, 1.75)  -0.443
C (2.63, 4.46, 0.54)  -0.528
N (1.78, 3.70, -0.26)  0.349
C (1.99, 3.43, -1.68)  -0.963
C (0.69, 3.30, 0.48)  -0.710
Se (-0.84, 2.22, 0.01)  -0.219
H (0.19, 4.29, 3.63)  0.290
H (-0.27, 2.64, 3.02)  0.242
H (-1.12, 4.10, 2.38)  0.335
H (2.37, 5.07, 2.64)  0.393
H (3.56, 4.84, 0.15)  0.442
H (2.37, 4.35, -2.17)  0.359
H (2.74, 2.62, -1.82)  0.283
H (1.03, 3.12, -2.13)  0.293

The following is a quantum chemistry calculation of a molecular structure, C12H20Cl2MoO4 in a non-equilibrium geometry, from the Open Molecules 2025 dataset.

## Properties
electronic energy: -1758.7935 a.u.
net charge: -2
HOMO (alpha / beta): 0.052 / 0.062 Ha
orbital gap (alpha / beta): 4.28 / 4.00 eV
expectation value of S²: 2.021
energy above the lowest of the compared OMol25 structures with the same formula, charge and spin: 0.00 kJ/mol
spin multiplicity: 3
E_LUMO (alpha / beta): 5.692 / 5.678 eV

Each line ends with the Mulliken spin population.
Atoms and positions in Å:
C (0.42, -1.51, -1.62)  -0.032
C (1.26, -0.35, -1.83)  -0.003
C (0.39, 0.83, -1.79)  -0.033
C (2.74, -0.36, -1.90)  -0.032
C (-0.94, 0.38, -1.58)  0.130
C (-0.94, -1.06, -1.47)  -0.001
C (-2.15, -1.91, -1.45)  -0.020
C (0.84, -2.95, -1.70)  0.026
C (0.85, 2.24, -1.69)  0.004
C (-2.17, 1.22, -1.45)  0.053
Mo (0.53, -0.17, 0.20)  1.819
Cl (2.57, 0.86, 0.61)  0.021
Cl (1.43, -1.64, 1.75)  0.037
O (-1.67, 1.84, 2.16)  0.000
H (3.12, -1.36, -1.66)  0.002
H (3.14, 0.17, -1.01)  0.011
H (3.22, 0.11, -2.77)  0.001
H (1.68, 2.28, -0.97)  0.003
H (0.10, 2.82, -1.14)  -0.010
H (1.12, 2.73, -2.64)  -0.002
H (-1.92, 2.09, -0.85)  -0.014
H (-2.89, 0.64, -0.86)  0.000
H (-2.66, 1.57, -2.36)  0.000
H (-2.93, -1.42, -0.87)  0.002
H (-1.89, -2.86, -1.00)  0.003
H (-2.57, -2.13, -2.45)  0.009
H (1.85, -3.08, -1.32)  0.000
H (0.85, -3.34, -2.73)  -0.005
H (0.13, -3.57, -1.15)  0.000
H (-1.74, 0.84, 1.87)  0.007
O (-1.73, -0.57, 1.40)  0.008
H (-1.40, -1.33, 1.94)  0.001
C (0.33, 0.92, 4.98)  -0.001
O (-0.78, 1.15, 4.09)  0.001
C (-0.57, 1.87, 2.91)  0.005
O (0.52, 2.37, 2.63)  0.012
H (0.11, 1.43, 5.96)  0.000
H (1.28, 1.38, 4.71)  0.000
H (0.47, -0.15, 5.05)  0.000

The following is a quantum chemistry calculation of a molecular structure, C12H20F12NaO16S4 in a non-equilibrium geometry, from the Open Molecules 2025 dataset.

## Properties
electronic energy: -4626.6927 a.u.
net charge: -3
HOMO: -0.064 Ha
orbital gap: 6.88 eV
energy above the lowest of the compared OMol25 structures with the same formula, charge and spin: 0.00 kJ/mol
E_LUMO: 5.148 eV

Each line ends with the Mulliken charge.
Atoms and positions in Å:
Na (-1.52, -13.71, 10.79)  0.581
C (1.15, -10.87, 13.83)  0.516
F (0.26, -11.31, 14.75)  -0.224
F (0.55, -9.85, 13.17)  -0.269
F (2.17, -10.33, 14.52)  -0.277
S (1.66, -12.24, 12.69)  1.171
O (2.46, -11.54, 11.73)  -0.723
O (2.34, -13.11, 13.60)  -0.685
O (0.36, -12.69, 12.22)  -0.309
C (1.33, -17.73, 10.93)  0.492
F (1.22, -17.61, 12.25)  -0.228
F (2.60, -18.17, 10.67)  -0.260
F (0.50, -18.71, 10.53)  -0.254
S (1.03, -16.13, 10.04)  1.152
O (-0.21, -15.67, 10.63)  -0.586
O (2.22, -15.39, 10.40)  -0.678
O (0.95, -16.56, 8.67)  -0.689
C (-4.38, -13.83, 7.19)  0.554
F (-4.69, -15.14, 7.14)  -0.256
F (-5.04, -13.23, 6.17)  -0.275
F (-4.94, -13.35, 8.32)  -0.243
S (-2.56, -13.53, 7.10)  1.145
O (-2.13, -13.80, 8.45)  -0.586
O (-2.17, -14.49, 6.10)  -0.661
O (-2.51, -12.14, 6.69)  -0.710
C (-3.06, -14.01, 15.10)  0.466
F (-4.20, -13.34, 14.73)  -0.265
F (-2.12, -13.08, 15.34)  -0.187
F (-3.35, -14.62, 16.28)  -0.285
S (-2.55, -15.25, 13.80)  1.135
O (-1.18, -15.47, 14.10)  -0.640
O (-3.44, -16.36, 14.11)  -0.712
O (-2.90, -14.56, 12.56)  -0.582
C (-2.48, -11.29, 12.59)  -0.256
O (-2.86, -11.60, 11.26)  1.031
C (-4.24, -11.80, 11.08)  -0.305
C (-5.13, -10.70, 11.61)  -0.883
O (-4.59, -9.45, 11.28)  0.033
C (-5.47, -8.39, 11.55)  -1.001
H (-2.88, -10.32, 12.91)  0.395
H (-1.39, -11.19, 12.60)  -0.492
H (-2.75, -12.09, 13.28)  -0.140
H (-4.50, -12.77, 11.52)  0.321
H (-4.40, -11.84, 10.00)  -0.022
H (-5.29, -10.82, 12.70)  0.375
H (-6.11, -10.82, 11.11)  0.449
H (-5.88, -8.43, 12.57)  0.335
H (-6.29, -8.39, 10.82)  0.335
H (-4.88, -7.48, 11.50)  0.226
C (-0.30, -10.73, 9.25)  -0.140
O (-0.18, -9.54, 8.50)  -0.463
C (-1.13, -8.56, 8.90)  -0.639
C (-2.53, -8.80, 8.44)  0.451
O (-2.62, -8.66, 7.05)  -0.421
C (-3.89, -9.01, 6.57)  -0.519
H (0.58, -11.36, 9.11)  0.249
H (-1.18, -11.33, 9.00)  -0.003
H (-0.31, -10.53, 10.34)  0.126
H (-0.80, -7.60, 8.49)  0.321
H (-1.09, -8.50, 10.00)  0.323
H (-3.19, -8.06, 8.95)  0.193
H (-2.94, -9.75, 8.82)  -0.149
H (-4.70, -8.61, 7.20)  0.271
H (-3.98, -10.10, 6.47)  0.118
H (-4.00, -8.55, 5.58)  0.251